Record 1
112
Properties=species:S:1:pos:R:3:forces:R:3 method="wB97M-V/def2-TZVPD" total_energy_ev=-63870.53881 charge=+2 gap_ha=0.297 e_homo_ha=-0.52731
Pd -0.44533 -0.12975 0.59387 0.18 0.35 0.19
C 6.49953 0.26714 -0.61868 0.01 -0.01 -0.01
C 5.83465 0.22488 0.75672 0.01 -0.03 0.00
C 6.17929 1.51226 1.52159 0.00 0.02 0.01
C 6.36280 -0.99681 1.52592 0.01 0.02 0.00
C 4.32252 0.12048 0.65155 -0.03 0.01 0.02
C 3.64311 0.09437 -0.56076 0.01 0.01 0.00
C 2.26305 0.03395 -0.57794 -0.01 0.04 -0.04
N 1.54603 -0.02580 0.53713 -0.04 -0.16 0.02
C 2.17165 -0.04776 1.73089 0.01 -0.03 0.00
C 3.54276 0.04067 1.81104 0.02 0.04 -0.01
C 1.26919 -0.24840 2.87848 -0.05 0.00 0.01
C 1.67974 -0.24320 4.19781 0.01 -0.03 -0.01
C 0.77929 -0.50222 5.22763 0.00 0.01 0.00
C -0.53803 -0.76759 4.84866 0.01 0.01 0.01
C -0.89874 -0.74449 3.52177 0.02 -0.01 0.00
N -0.01831 -0.48400 2.54837 -0.02 -0.12 0.03
C 1.17603 -0.49374 6.69392 0.00 0.03 0.01
C 0.43229 0.66646 7.37743 0.00 -0.02 0.00
C 0.75924 -1.82552 7.33640 0.00 -0.01 0.00
C 2.68080 -0.30156 6.87958 0.00 0.00 0.00
H 7.57822 0.35168 -0.49104 0.00 0.00 0.00
H 6.17388 1.12780 -1.20678 0.01 -0.01 0.01
H 6.30889 -0.64291 -1.19102 0.00 0.01 0.00
H 7.26235 1.60708 1.60161 0.00 0.00 0.00
H 5.77279 1.50904 2.53435 0.00 0.00 -0.01
H 5.79913 2.39442 1.00228 0.00 -0.01 0.00
H 7.44891 -0.93656 1.59710 0.00 0.00 0.00
H 6.10852 -1.92615 1.01363 0.00 0.00 0.00
H 5.96957 -1.04497 2.54250 0.00 0.00 -0.01
H 4.16925 0.13689 -1.50265 0.00 -0.01 0.01
H 1.70708 0.04272 -1.50553 0.00 -0.02 0.02
H 4.02013 0.03271 2.77987 0.01 -0.01 -0.01
H 2.71499 -0.03856 4.42198 0.00 0.00 0.00
H -1.29686 -0.99283 5.58428 0.00 0.00 0.00
H -1.91330 -0.94757 3.21758 -0.05 0.01 -0.03
H -0.64970 0.56525 7.28187 0.01 0.00 0.01
H 0.72758 1.62853 6.95488 -0.01 0.00 0.00
H 0.67346 0.67480 8.44066 0.00 0.00 -0.01
H -0.32201 -1.96625 7.33000 0.01 0.00 -0.01
H 1.08231 -1.83836 8.37719 -0.01 0.00 0.00
H 1.22136 -2.67418 6.82919 0.00 0.01 0.00
H 3.02140 0.66322 6.49750 0.00 0.00 0.00
H 3.25475 -1.09799 6.40050 0.00 0.00 0.01
H 2.91517 -0.32586 7.94311 0.00 0.00 0.00
C -6.62886 -1.38244 0.98029 0.01 0.00 0.00
C -5.17071 -1.05509 0.91259 -0.02 0.02 0.01
C -4.66354 0.15469 1.38223 0.01 -0.07 -0.04
C -3.31205 0.41505 1.30116 0.12 -0.05 -0.02
N -2.44750 -0.46510 0.77791 0.04 0.03 -0.07
C -2.91685 -1.63853 0.32566 -0.01 -0.04 0.02
C -4.25310 -1.96129 0.37776 -0.02 -0.02 -0.01
H -7.21388 -0.54075 1.34289 0.00 0.00 0.00
H -6.79265 -2.23013 1.64767 0.00 0.00 0.00
H -7.00131 -1.67086 -0.00315 0.00 0.00 0.00
H -5.32021 0.90225 1.80698 -0.01 0.00 0.01
H -2.89305 1.35176 1.64582 -0.10 -0.52 -0.07
H -2.18782 -2.32861 -0.08058 0.00 -0.01 -0.01
H -4.57849 -2.92244 0.00178 0.00 0.01 0.00
O -0.06810 2.14039 -0.20158 -0.16 -0.19 -0.07
P -0.45077 3.22953 -1.18331 -0.02 0.07 -0.05
C -1.11746 2.55716 -2.76009 0.00 -0.05 0.01
C -0.34878 1.28389 -3.17275 -0.04 -0.01 -0.03
C -0.90090 -0.01726 -2.59072 0.05 -0.09 0.06
C -2.39171 -0.16031 -2.85030 0.01 0.02 -0.04
C -3.14030 1.03956 -2.28705 0.01 -0.01 0.00
C -2.63607 2.34067 -2.90207 0.01 0.00 0.02
C -1.74350 4.37895 -0.57039 0.02 0.03 0.01
C -2.84472 3.64587 0.22132 -0.02 -0.02 -0.04
C -2.47866 3.39990 1.68460 0.06 0.40 0.09
C -2.08482 4.69066 2.39420 0.00 0.01 -0.02
C -0.91991 5.34169 1.65924 -0.01 -0.05 0.01
C -1.29436 5.63023 0.20704 -0.04 -0.04 0.04
C 0.92907 4.33237 -1.69823 0.00 -0.02 -0.03
C 1.82868 4.76272 -0.52187 0.01 0.00 0.02
C 2.90025 3.72917 -0.17852 -0.01 0.00 -0.01
C 3.78454 3.45156 -1.38836 -0.01 -0.01 0.00
C 2.93508 2.95139 -2.55074 -0.01 -0.02 0.03
C 1.81771 3.93222 -2.89337 0.00 0.02 0.01
H -0.85580 3.34717 -3.47254 0.01 -0.01 0.00
H 0.71326 1.37931 -2.95115 0.02 0.03 0.00
H -0.42060 1.18968 -4.26108 0.01 0.01 0.00
H -0.71881 -0.06731 -1.48668 -0.05 0.13 -0.11
H -0.34638 -0.86454 -3.00062 -0.01 0.01 -0.02
H -2.77547 -1.09396 -2.43816 0.00 -0.03 0.03
H -2.54570 -0.21537 -3.93260 -0.01 -0.01 0.00
H -2.99890 1.06484 -1.20251 -0.01 -0.07 -0.07
H -4.21274 0.94213 -2.46520 0.00 0.01 -0.01
H -3.19372 3.18964 -2.50648 0.00 0.00 -0.02
H -2.85435 2.31653 -3.97422 0.00 0.00 0.00
H -2.18265 4.73141 -1.51238 0.01 0.03 0.03
H -3.11180 2.70384 -0.26164 0.00 0.10 0.03
H -3.74201 4.27202 0.18587 0.00 0.00 0.02
H -1.63500 2.70025 1.73794 0.05 0.09 0.01
H -3.33244 2.94288 2.19446 0.01 0.24 0.06
H -1.81844 4.48508 3.43230 0.01 0.00 0.00
H -2.93888 5.37462 2.41543 0.00 0.00 0.00
H -0.06434 4.65847 1.70771 -0.04 0.02 0.02
H -0.61684 6.26842 2.14838 -0.01 0.00 0.01
H -0.49601 6.16049 -0.31065 0.02 -0.02 0.00
H -2.14916 6.31438 0.20870 0.01 0.01 0.00
H 0.35931 5.21081 -2.02894 0.01 0.00 0.01
H 1.24651 5.00292 0.36414 0.03 -0.02 -0.06
H 2.32502 5.69118 -0.82345 0.00 0.00 0.01
H 2.41702 2.80114 0.14936 0.00 0.02 0.00
H 3.49639 4.09789 0.65898 0.00 0.00 0.00
H 4.56187 2.72269 -1.14288 -0.03 0.03 0.00
H 4.30252 4.37014 -1.68108 0.00 0.00 0.00
H 2.50495 1.98692 -2.26729 0.00 0.00 -0.03
H 3.54692 2.77811 -3.43836 0.00 0.01 0.00
H 1.22981 3.56710 -3.73609 -0.02 -0.03 0.00
H 2.28338 4.85926 -3.24257 -0.01 0.00 -0.01

=====

Record 2
18
Properties=species:S:1:pos:R:3:forces:R:3 method="wB97M-V/def2-TZVPD" total_energy_ev=-12962.21719 smiles="COCCOCN=C=O" charge=0 gap_ha=0.397 e_homo_ha=-0.36731 relative_energy_kj_mol=240.2
C -1.73087 -0.42512 -2.41615 0.01 0.03 -0.15
O -1.72343 0.42215 -1.28940 -0.03 -0.05 0.00
C -1.54796 -0.28304 -0.07683 -0.12 0.10 0.14
C -0.07425 -0.49387 0.26587 -0.12 -0.13 -0.31
O 0.21010 0.16536 1.48989 0.02 0.11 0.03
C 1.53889 0.06266 1.87593 0.15 -0.32 -0.05
N 2.44955 0.69122 0.89726 0.19 0.30 0.36
C 2.83284 1.83459 1.06097 -0.62 -0.29 -0.05
O 3.17182 2.93719 1.17268 0.39 0.17 -0.10
H -2.66003 -1.00412 -2.46726 0.05 -0.08 0.06
H -1.66928 0.19751 -3.30751 -0.01 0.05 0.06
H -0.87724 -1.11229 -2.42389 0.00 -0.01 0.03
H -2.00486 0.32467 0.70525 0.09 0.00 0.02
H -2.08476 -1.23751 -0.10448 -0.01 0.00 -0.07
H 0.17672 -1.55900 0.34312 0.04 0.02 0.14
H 0.51903 -0.06728 -0.54797 0.07 0.02 0.07
H 1.62993 0.53106 2.85494 -0.07 0.09 -0.04
H 1.84381 -0.98419 1.96758 -0.01 -0.01 -0.13

=====

Record 3
14
Properties=species:S:1:pos:R:3:forces:R:3 method="wB97M-V/def2-TZVPD" total_energy_ev=-8369.47275 smiles="OC1C=C1.CO" charge=0 gap_ha=0.400 e_homo_ha=-0.36590 relative_energy_kj_mol=367.5
O 1.19724 0.33297 -1.10134 0.14 -0.14 0.17
C 1.14748 1.30304 -0.05135 0.03 0.28 0.12
C 1.29752 0.92363 1.36756 -0.09 0.09 0.00
C 0.09370 1.24094 0.98987 0.14 0.01 0.09
H 1.47336 -0.50612 -0.70868 -0.02 0.12 -0.12
H 1.50348 2.25384 -0.44829 -0.04 -0.18 0.03
H 1.96930 0.63406 2.16321 -0.09 -0.01 -0.16
H -0.95289 1.37888 1.21249 0.18 -0.03 -0.05
C -1.41928 -1.54781 -0.45051 -0.02 -0.62 0.18
O -1.50608 -0.20425 -0.82814 0.04 0.33 -0.18
H -2.30505 -1.79957 0.13920 0.06 0.06 -0.10
H -1.38766 -2.22088 -1.31623 -0.01 0.02 0.04
H -0.54342 -1.77534 0.18203 -0.10 0.17 -0.10
H -0.64951 0.05277 -1.21635 -0.23 -0.10 0.09

=====

Record 4
120
Properties=species:S:1:pos:R:3:forces:R:3 method="wB97M-V/def2-TZVPD" total_energy_ev=-83193.77317 spin_multiplicity=2 s_squared=0.7508 charge=-1 gap_ha="0.075 / 0.356" e_homo_ha="-0.01569 / -0.29944" relative_energy_kj_mol=624.2
H 2.04040 3.63068 2.30643 0.21 0.37 -0.36
H 2.97894 2.89478 1.27915 -0.19 0.36 -0.93
O 2.89775 3.20307 2.17223 0.39 -0.21 0.62
H 2.59325 3.18350 -4.95161 0.21 -0.17 0.84
H 1.68101 2.23062 -5.51656 -0.23 -0.79 0.32
O 2.22782 2.30995 -4.71774 -0.12 1.38 -1.14
H -1.42278 -1.18035 1.27960 -0.92 0.84 -0.56
H -1.75251 -1.73499 2.48651 -0.83 -0.03 0.93
O -2.24613 -1.24775 1.81065 1.33 -0.28 -0.16
H 3.45268 -0.45557 -4.29058 -0.40 -0.26 0.05
H 3.33195 0.97970 -4.85006 -0.01 -0.83 -0.20
O 3.58314 0.05944 -5.08971 0.57 0.64 -0.08
H -4.01370 -0.13796 -3.37545 0.05 0.19 0.07
H -5.20327 -1.03731 -3.61538 0.04 -0.03 0.07
O -4.27837 -0.92259 -3.85726 -0.34 -0.30 -0.27
H 3.54797 -0.17272 4.44620 -0.33 0.02 0.21
O 2.62723 0.15550 4.43204 1.67 -2.10 0.77
H 5.36110 -1.85549 4.00318 0.16 -0.03 0.55
O 4.65826 -1.90044 4.67158 0.67 0.30 -0.72
H 4.69331 0.90569 -2.08319 -0.02 -0.02 -0.03
H 5.30317 0.41640 -0.76767 -0.15 0.16 0.17
O 4.45628 0.55114 -1.21655 0.24 -0.19 -0.02
H -0.08575 -3.74458 -4.43376 0.50 0.00 1.29
H -0.06267 -5.13929 -3.94169 0.27 -0.14 0.55
O 0.22168 -4.26191 -3.63743 -0.76 0.21 -1.67
H 1.77459 1.02848 -0.50792 0.36 -0.74 -0.62
H 2.21571 0.40602 -1.96517 0.12 -0.32 0.67
O 1.55636 0.88346 -1.44543 -0.12 -0.04 0.02
H -2.07333 4.11875 -1.65336 -0.38 -0.39 1.01
H -3.09473 5.11889 -0.82929 0.52 -1.00 0.52
O -2.55599 4.94175 -1.59763 0.06 1.66 -1.48
H 1.54706 2.54385 -2.05104 -0.76 -0.58 -0.33
O 0.75609 3.07271 -2.23904 -0.19 1.77 0.15
H 1.05811 -1.19863 0.49521 -0.24 -0.45 0.33
H 0.03050 -2.13696 0.99556 -0.11 -1.02 0.10
O 0.46417 -1.32550 1.25921 -1.91 -2.84 -0.89
H 1.60355 4.52416 -1.21679 -0.01 -0.20 -0.15
H 0.91162 5.78811 -0.95943 -0.23 0.35 -0.02
O 1.75996 5.37639 -0.79200 0.05 -0.02 0.12
H 0.48364 2.67898 2.84553 -0.50 0.20 1.20
H -1.06096 2.69422 3.24208 0.08 -0.40 0.73
O -0.43067 2.80079 2.54508 -0.17 -0.02 -2.10
H 1.70619 1.42416 3.30570 1.41 0.67 0.19
H 1.01571 1.33999 4.47815 0.76 1.43 0.75
O 1.63089 2.01422 4.07623 -3.33 0.35 -0.58
H -5.16370 2.37921 -1.42441 -0.05 -0.05 -0.57
H -4.70742 3.81504 -1.52293 0.23 0.51 -0.07
O -4.60983 2.96938 -1.95693 -0.91 -0.60 -0.24
H 5.60838 0.49381 2.77246 -0.33 0.43 0.65
H 5.10075 1.91850 2.20376 -0.37 0.41 0.99
O 5.47142 1.06574 2.02298 0.59 -0.81 -1.66
H -1.96764 0.53856 -4.91139 -0.20 -0.12 0.49
O -2.45136 0.34441 -5.71267 0.64 0.01 -1.05
H 2.05026 -4.70016 3.75605 -0.03 0.15 -0.33
H 3.37463 -4.46276 3.03389 -0.22 -0.08 -0.58
O 2.94948 -4.40240 3.88025 0.53 -0.13 2.03
H 1.95625 -2.32744 -2.99879 0.70 -0.08 -0.06
O 1.78704 -1.43972 -3.33608 -0.53 -0.64 0.36
H -2.44768 1.57757 -3.10563 -0.39 0.09 1.10
H -3.18155 2.85797 -3.73946 -0.18 -0.30 0.81
O -2.55187 2.14274 -3.85811 0.83 0.66 -1.14
H 1.94282 -2.84834 -1.19575 0.07 -0.03 -0.80
H 2.95586 -1.65793 -0.76717 -0.82 -0.71 -0.55
O 2.23976 -2.25632 -0.51869 -3.88 1.66 3.04
H -1.18975 -3.54083 -1.58969 -0.14 -0.33 -0.14
H -0.45881 -2.26762 -1.33876 0.20 0.04 0.01
O -0.82175 -3.02307 -0.86372 -0.11 0.00 0.04
H -1.85145 -3.74057 2.55800 -0.30 -0.20 0.04
H -1.35457 -4.05186 3.97995 -0.07 0.05 -0.09
O -1.31295 -3.39517 3.27738 0.32 -0.13 0.19
H 0.59964 0.84795 1.78715 -0.27 -0.94 -0.71
H 1.98124 1.14832 1.47224 0.54 -0.08 -0.30
O 1.34792 0.42478 1.30559 1.91 5.31 1.36
H -4.14425 2.52913 0.05849 0.11 -0.79 0.48
H -2.74624 2.17309 0.74607 -0.36 -0.60 0.64
O -3.25733 2.80744 0.25393 0.94 1.21 -0.36
H 2.41484 -4.17154 0.66382 -0.17 0.24 -0.61
H 1.46679 -5.14630 1.42905 -0.03 0.06 -0.39
O 2.19121 -4.52282 1.52396 -0.05 -0.30 -0.11
H -3.67100 2.25279 3.90359 0.31 0.39 -0.69
H -2.83457 3.41905 3.43773 -0.22 0.28 -0.11
O -3.55734 2.84920 3.15143 0.01 -0.15 0.28
H 2.54503 -0.85300 2.48427 0.14 0.04 0.78
H 2.44849 -2.12201 1.87148 -0.02 -1.02 0.50
O 2.73778 -1.77380 2.73236 -0.01 0.50 -1.52
H -4.18963 -4.00002 -2.94629 -0.22 0.14 1.68
H -3.21211 -3.81369 -3.79847 1.74 0.65 -0.56
O -3.25924 -3.72088 -2.83929 -1.41 -0.79 -0.94
H -3.15749 -1.46305 -1.05682 0.22 -0.05 0.12
O -3.70995 -0.69552 -0.86888 -0.23 0.73 -0.34
H -6.04975 -1.36613 -0.62939 0.00 -0.04 0.39
H -5.07368 -2.35331 -1.04976 0.86 -0.25 -0.41
O -5.79975 -2.27984 -0.44681 -1.16 -0.03 0.09
H -2.26289 1.18189 -6.15800 -0.38 -0.13 -0.27
H 2.14701 -0.66697 4.55997 -0.05 -0.43 0.00
H 0.83087 -1.59762 -3.53955 0.50 0.80 -0.51
H 3.93888 -2.13762 4.06193 -0.60 -0.34 0.15
H 0.13687 2.53277 -2.73483 0.31 -0.29 -0.07
H -3.14640 0.03912 -1.15817 0.03 -0.46 0.29
O -3.05607 -5.37385 1.42406 0.31 0.18 0.10
H -2.11803 -5.46262 1.20828 -0.18 -0.06 -0.16
H -3.36353 -4.64938 0.86461 -0.04 0.00 -0.03
O -1.14848 0.13829 -1.43266 -0.84 0.51 -0.41
H -0.38511 -0.35923 -1.13910 0.64 0.18 0.16
H -1.06600 0.99984 -0.99611 0.33 -0.13 -0.06
O -3.26643 1.67243 5.78137 -0.15 -0.24 0.11
H -3.03511 0.77588 6.05052 0.26 0.02 0.13
H -3.99958 1.52715 5.18780 -0.71 -0.28 0.29
O 0.40478 5.36211 2.48069 0.02 0.55 -0.52
H -0.24662 5.02889 1.84955 0.02 -0.45 0.27
H 0.74580 6.13113 2.00187 0.24 -0.10 0.26
O -0.63173 -1.55797 -4.39999 0.84 -1.83 -0.52
H -1.11238 -1.09178 -3.73937 -0.96 1.06 0.46
H -0.46870 -1.07423 -5.21192 -0.44 0.60 0.05
O 4.15755 -2.67731 -1.13060 3.73 -0.31 -0.26
H 4.83124 -2.01809 -1.32638 0.54 -0.42 -0.60
H 4.17625 -3.41692 -1.72879 0.57 -0.31 -0.73
O -0.77623 2.47095 5.98649 -1.29 -0.68 0.67
H -1.53746 2.41602 5.39058 0.09 -0.03 0.48
H -0.07468 2.82516 5.48924 1.59 0.83 -0.96